{
  "formula": "C44H83Br18F5N5O3",
  "method": "ωB97M-V/def2-TZVPD",
  "species": ["C", "C", "O", "O", "C", "C", "C", "C", "C", "C", "C", "C", "C", "C", "C", "C", "C", "C", "N", "C", "C", "C", "O", "N", "C", "C", "N", "C", "N", "C", "C", "N", "C", "F", "F", "C", "F", "F", "F", "H", "H", "H", "H", "H", "H", "H", "H", "H", "H", "H", "H", "H", "H", "H", "H", "H", "H", "H", "H", "H", "H", "H", "H", "H", "H", "H", "H", "H", "H", "H", "H", "H", "H", "H", "H", "H", "H", "H", "H", "H", "H", "H", "H", "H", "H", "H", "Br", "C", "C", "Br", "H", "H", "H", "H", "Br", "C", "C", "Br", "H", "H", "H", "H", "Br", "C", "C", "Br", "H", "H", "H", "H", "Br", "C", "C", "Br", "H", "H", "H", "H", "Br", "C", "C", "Br", "H", "H", "H", "H", "Br", "C", "C", "Br", "H", "H", "H", "H", "Br", "C", "C", "Br", "H", "H", "H", "H", "Br", "C", "C", "Br", "H", "H", "H", "H", "Br", "C", "C", "Br", "H", "H", "H", "H"],
  "coordinates": [[6.156, -0.552, 1.756], [7.093, 0.642, 1.617], [8.209, 0.507, 1.956], [6.678, 1.856, 1.174], [5.398, 1.824, 0.472], [4.973, 3.249, 0.044], [4.487, 3.375, -1.418], [3.229, 2.549, -1.742], [1.889, 3.294, -1.496], [1.174, 2.765, -0.204], [-0.390, 2.643, -0.376], [-1.068, 3.471, 0.734], [-2.467, 3.092, 1.235], [-2.517, 1.930, 2.254], [-1.444, 0.811, 2.134], [-1.848, -0.520, 1.465], [-0.771, -1.580, 1.909], [-0.844, -2.739, 0.898], [-2.127, -3.439, 1.031], [-2.083, -4.508, 2.052], [-2.632, -3.929, -0.226], [-1.690, -4.665, -1.183], [-3.769, -3.785, -0.474], [-3.861, 1.315, 2.413], [-4.872, 2.362, 2.346], [-4.888, 3.294, 3.598], [-6.198, 1.683, 2.373], [-4.849, 3.220, 1.058], [-3.608, 3.071, 0.192], [-3.572, 1.797, -0.614], [-4.777, 0.842, -0.493], [-4.665, -0.384, -0.628], [-3.605, 4.260, -0.678], [-3.300, 5.371, -0.024], [-2.675, 4.197, -1.617], [-4.951, 4.582, -1.437], [-5.628, 3.520, -1.823], [-5.726, 5.373, -0.745], [-4.631, 5.255, -2.514], [6.106, -1.096, 0.809], [6.583, -1.218, 2.503], [5.166, -0.266, 2.121], [4.663, 1.501, 1.217], [5.466, 1.114, -0.357], [4.261, 3.664, 0.765], [5.877, 3.869, 0.129], [4.350, 4.444, -1.623], [5.317, 3.075, -2.066], [3.277, 1.584, -1.224], [3.280, 2.320, -2.816], [2.165, 4.335, -1.286], [1.228, 3.312, -2.365], [1.589, 1.783, 0.039], [1.443, 3.462, 0.596], [-0.579, 1.566, -0.328], [-0.582, 2.961, -1.402], [-1.027, 4.523, 0.435], [-0.420, 3.425, 1.616], [-2.749, 3.966, 1.832], [-2.303, 2.395, 3.230], [-0.494, 1.119, 1.691], [-1.188, 0.527, 3.165], [-1.754, -0.498, 0.372], [-2.800, -0.928, 1.799], [0.204, -1.085, 1.842], [-1.001, -1.954, 2.909], [-0.004, -3.433, 1.088], [-0.698, -2.386, -0.129], [-2.165, -5.520, 1.636], [-1.157, -4.424, 2.626], [-2.923, -4.352, 2.737], [-1.123, -3.888, -1.706], [-0.986, -5.242, -0.577], [-2.283, -5.276, -1.851], [-3.889, 0.881, 3.332], [-4.157, 4.111, 3.506], [-4.612, 2.715, 4.484], [-5.855, 3.794, 3.696], [-6.027, 0.693, 2.200], [-6.515, 1.718, 3.340], [-4.926, 4.256, 1.401], [-5.779, 3.034, 0.524], [-2.694, 1.204, -0.365], [-3.478, 1.967, -1.692], [-5.803, 1.187, -0.344], [-3.693, -0.663, -0.793], [-1.440, -5.335, -4.486], [-3.077, -4.400, -4.981], [-4.070, -5.330, -5.620], [-3.583, -5.734, -7.460], [-2.786, -3.578, -5.628], [-3.471, -4.001, -4.047], [-5.048, -4.858, -5.681], [-4.160, -6.279, -5.100], [-8.837, -0.020, 1.370], [-10.286, 1.153, 0.820], [-10.332, 2.388, 1.675], [-11.103, 2.020, 3.427], [-11.201, 0.568, 0.859], [-10.071, 1.412, -0.215], [-10.984, 3.139, 1.229], [-9.349, 2.820, 1.846], [2.915, -4.964, -1.934], [2.726, -6.725, -2.747], [1.279, -7.109, -2.890], [0.520, -7.664, -1.187], [3.291, -7.420, -2.133], [3.198, -6.641, -3.724], [1.172, -7.976, -3.542], [0.664, -6.296, -3.269], [14.178, 0.686, 2.533], [12.584, 1.677, 2.009], [11.538, 0.771, 1.419], [11.984, 0.260, -0.406], [12.909, 2.456, 1.326], [12.219, 2.132, 2.928], [10.583, 1.285, 1.347], [11.406, -0.150, 1.979], [7.411, 2.594, -2.979], [8.794, 3.954, -3.141], [8.887, 4.786, -1.890], [7.429, 6.073, -1.780], [8.561, 4.537, -4.027], [9.720, 3.406, -3.305], [9.797, 5.383, -1.895], [8.851, 4.191, -0.982], [1.705, -11.256, 0.393], [-0.206, -11.560, 0.175], [-0.517, -12.199, -1.152], [-0.419, -10.907, -2.604], [-0.695, -10.600, 0.308], [-0.484, -12.223, 0.992], [-1.540, -12.568, -1.168], [0.161, -13.008, -1.403], [15.220, 2.227, 6.660], [16.573, 1.781, 5.333], [17.138, 0.406, 5.562], [18.397, 0.387, 7.047], [17.324, 2.564, 5.374], [16.057, 1.827, 4.375], [17.714, 0.081, 4.696], [16.375, -0.334, 5.786], [-10.077, 8.276, 3.769], [-10.507, 6.429, 3.338], [-9.414, 5.493, 3.775], [-7.886, 5.564, 2.560], [-10.699, 6.390, 2.269], [-11.427, 6.214, 3.878], [-9.755, 4.462, 3.736], [-9.036, 5.712, 4.769], [-5.269, -2.083, -6.573], [-7.193, -2.321, -6.770], [-7.530, -3.013, -8.063], [-7.383, -1.801, -9.577], [-7.643, -1.337, -6.683], [-7.494, -2.930, -5.919], [-8.567, -3.343, -8.060], [-6.883, -3.861, -8.273]],
  "lowdin_charge": [0.01, -0.54, 0.12, 0.00, -0.17, -0.16, -0.25, -0.19, -0.17, -0.17, -0.18, -0.12, -0.15, -0.24, -0.14, -0.20, -0.16, -0.22, -0.13, -0.04, -0.51, -0.05, 0.13, 0.06, -0.54, -0.02, 0.07, -0.04, -0.01, -0.03, -0.22, 0.17, -0.44, 0.20, 0.19, -0.59, 0.21, 0.21, 0.22, 0.10, 0.09, 0.07, 0.11, 0.13, 0.11, 0.10, 0.10, -0.04, 0.10, 0.11, 0.11, 0.10, 0.10, 0.10, 0.09, 0.09, 0.13, 0.13, 0.14, 0.15, 0.10, 0.12, 0.09, 0.11, 0.11, 0.12, 0.12, 0.12, 0.09, 0.09, 0.09, 0.07, 0.03, 0.04, 0.14, 0.09, 0.10, 0.04, 0.05, 0.08, 0.13, 0.12, 0.10, 0.15, 0.10, 0.06, 0.72, -0.70, -0.72, 0.61, 0.02, 0.06, 0.01, 0.05, 0.64, -0.68, -0.70, 0.64, 0.05, 0.06, 0.06, 0.02, 0.59, -0.68, -0.69, 0.61, 0.05, 0.06, 0.06, -0.04, 0.64, -0.68, -0.70, 0.60, 0.05, 0.06, 0.04, 0.05, 0.72, -0.66, -0.68, 0.63, 0.05, 0.06, 0.06, 0.05, 0.60, -0.70, -0.69, 0.59, 0.04, 0.06, 0.06, 0.05, 0.59, -0.71, -0.71, 0.60, 0.05, -0.02, 0.06, 0.05, 0.63, -0.70, -0.67, 0.63, 0.05, 0.06, -0.02, 0.06, 0.66, -0.68, -0.70, 0.62, 0.05, 0.06, 0.06, 0.05],
  "multiplicity": 1,
  "total_charge": 1,
  "lumo_energy_ha": -0.0755,
  "orbital_gap_ev": 8.6,
  "total_energy_ev": -1334911.998
}

{
  "formula": "C35H34O7Si2",
  "method": "ωB97M-V/def2-TZVPD",
  "species": ["C", "C", "O", "O", "C", "C", "C", "C", "C", "Si", "O", "Si", "H", "H", "H", "H", "H", "H", "H", "H", "H", "H", "H", "H", "H", "H", "H", "H", "H", "H", "C", "C", "C", "C", "C", "C", "C", "O", "C", "C", "C", "C", "C", "C", "C", "O", "H", "H", "H", "H", "H", "H", "H", "H", "C", "C", "C", "C", "C", "C", "C", "O", "C", "C", "C", "C", "C", "C", "C", "O", "H", "H", "H", "H", "H", "H", "H", "H"],
  "coordinates": [[-0.186, 7.432, 0.491], [0.452, 6.153, 0.000], [1.630, 6.054, -0.232], [-0.437, 5.143, -0.150], [0.083, 3.820, 0.105], [-1.006, 2.811, -0.151], [-1.297, 2.514, -1.628], [-0.029, 2.090, -2.393], [-0.310, 1.203, -3.614], [1.312, 0.584, -4.362], [2.618, 1.298, -3.597], [3.473, 0.461, -2.437], [-1.258, 7.410, 0.309], [0.010, 7.517, 1.560], [0.290, 8.265, -0.019], [0.384, 3.767, 1.157], [0.985, 3.656, -0.482], [-0.772, 1.887, 0.381], [-1.927, 3.186, 0.306], [-1.977, 1.658, -1.649], [-1.779, 3.364, -2.108], [0.514, 2.985, -2.701], [0.626, 1.569, -1.686], [-0.790, 1.816, -4.382], [-0.962, 0.367, -3.358], [1.415, 0.983, -5.783], [1.408, -0.889, -4.258], [4.803, 0.072, -2.939], [2.718, -0.709, -1.945], [3.647, 1.371, -1.282], [-7.719, -1.450, 4.303], [-8.903, -0.802, 3.967], [-8.867, 0.458, 3.393], [-7.647, 1.079, 3.159], [-6.459, 0.434, 3.512], [-6.500, -0.834, 4.076], [-5.138, 1.094, 3.307], [-4.105, 0.532, 3.605], [-5.126, 2.467, 2.729], [-3.912, 3.124, 2.574], [-3.876, 4.395, 2.026], [-5.055, 5.014, 1.624], [-6.269, 4.367, 1.781], [-6.310, 3.096, 2.340], [-7.630, 2.427, 2.524], [-8.658, 2.965, 2.172], [-7.750, -2.438, 4.745], [-9.855, -1.281, 4.154], [-9.782, 0.967, 3.124], [-5.575, -1.330, 4.337], [-2.998, 2.636, 2.884], [-2.929, 4.906, 1.907], [-5.026, 6.005, 1.190], [-7.191, 4.843, 1.475], [7.585, -4.915, -4.261], [6.483, -4.083, -4.428], [5.549, -3.955, -3.414], [5.709, -4.665, -2.231], [6.806, -5.514, -2.070], [7.747, -5.629, -3.086], [6.981, -6.315, -0.826], [7.938, -7.046, -0.682], [5.941, -6.195, 0.235], [6.055, -6.967, 1.384], [5.105, -6.860, 2.386], [4.040, -5.975, 2.248], [3.920, -5.206, 1.103], [4.864, -5.317, 0.091], [4.702, -4.500, -1.145], [3.777, -3.725, -1.266], [8.318, -5.007, -5.052], [6.354, -3.532, -5.351], [4.692, -3.306, -3.532], [8.599, -6.281, -2.950], [6.887, -7.650, 1.485], [5.193, -7.466, 3.278], [3.303, -5.889, 3.035], [3.094, -4.518, 0.986]],
  "lowdin_charge": [0.02, -0.53, 0.11, -0.02, -0.17, -0.18, -0.19, -0.29, -0.30, 0.52, -0.51, 0.50, 0.08, 0.09, 0.09, 0.13, 0.12, 0.12, 0.09, 0.11, 0.12, 0.11, 0.09, 0.07, 0.07, -0.03, -0.03, -0.07, -0.06, -0.06, -0.06, -0.06, 0.00, -0.08, -0.08, 0.00, -0.28, 0.11, -0.08, -0.01, -0.06, -0.05, 0.00, -0.08, -0.28, 0.11, 0.11, 0.11, 0.12, 0.12, 0.12, 0.10, 0.11, 0.12, -0.06, -0.06, 0.00, -0.08, -0.08, 0.00, -0.28, 0.11, -0.08, 0.00, -0.06, -0.06, 0.00, -0.08, -0.28, 0.09, 0.11, 0.11, 0.12, 0.12, 0.12, 0.11, 0.11, 0.12],
  "multiplicity": 1,
  "lumo_energy_ha": -0.0383,
  "orbital_gap_ev": 8.8,
  "total_energy_ev": -66937.444
}

{
  "formula": "C24H43BF4N6O4SZr",
  "method": "ωB97M-V/def2-TZVPD",
  "species": ["Zr", "C", "C", "C", "C", "C", "C", "N", "C", "C", "N", "C", "C", "O", "O", "C", "C", "C", "C", "C", "C", "N", "C", "C", "N", "C", "C", "O", "O", "H", "H", "H", "H", "H", "H", "H", "H", "H", "H", "H", "H", "H", "H", "H", "H", "H", "H", "H", "H", "H", "H", "H", "H", "H", "H", "H", "H", "H", "H", "H", "H", "H", "H", "H", "H", "H", "H", "H", "S", "C", "N", "C", "C", "C", "N", "H", "H", "H", "H", "F", "B", "F", "F", "F"],
  "coordinates": [[-1.243, 0.054, 1.568], [3.494, 0.186, -2.717], [2.652, 0.891, -1.660], [3.561, 1.494, -0.578], [3.025, 2.636, 0.306], [3.689, 2.590, 1.676], [3.262, 3.986, -0.351], [1.515, 2.376, 0.566], [0.481, 3.358, 0.120], [-0.638, 2.755, -0.706], [-1.703, 1.865, -0.136], [-2.483, 2.655, 0.847], [-1.655, 2.851, 2.116], [-1.798, 3.766, 2.858], [-0.729, 1.865, 2.261], [-2.523, 1.458, -1.358], [-3.322, 2.604, -1.980], [-3.483, 0.296, -1.152], [-2.971, -1.053, -0.598], [-3.396, -2.221, -1.482], [-3.608, -1.231, 0.790], [-1.451, -1.039, -0.386], [-0.605, -1.252, -1.610], [0.563, -0.337, -2.022], [1.600, 0.027, -1.055], [2.099, -1.120, -0.309], [1.457, -1.263, 1.060], [1.596, -2.191, 1.788], [0.690, -0.162, 1.374], [4.214, 0.877, -3.154], [2.894, -0.210, -3.534], [4.059, -0.637, -2.276], [2.097, 1.707, -2.144], [4.450, 1.888, -1.071], [3.931, 0.698, 0.070], [4.770, 2.654, 1.559], [3.464, 1.654, 2.192], [3.368, 3.424, 2.301], [4.338, 4.147, -0.387], [2.830, 4.809, 0.216], [2.898, 4.029, -1.379], [1.303, 1.446, 0.130], [1.376, 2.229, 1.570], [0.958, 4.067, -0.549], [0.148, 3.927, 0.985], [-0.186, 2.217, -1.538], [-1.148, 3.622, -1.134], [-3.408, 2.123, 1.102], [-2.776, 3.640, 0.475], [-1.763, 1.134, -2.070], [-4.116, 2.945, -1.316], [-3.804, 2.236, -2.885], [-2.726, 3.462, -2.277], [-3.926, 0.124, -2.135], [-4.319, 0.634, -0.531], [-4.485, -2.278, -1.470], [-3.002, -3.165, -1.109], [-3.096, -2.091, -2.521], [-4.677, -1.415, 0.667], [-3.614, -0.315, 1.398], [-3.216, -2.068, 1.370], [-1.293, -1.947, 0.121], [-1.271, -1.226, -2.473], [-0.248, -2.283, -1.537], [0.183, 0.585, -2.467], [0.996, -0.902, -2.860], [3.173, -1.051, -0.144], [1.936, -2.078, -0.815], [-1.392, -3.784, 1.299], [0.037, -4.637, 0.966], [0.459, -5.533, 1.902], [1.533, -6.330, 1.752], [2.252, -6.236, 0.600], [1.799, -5.293, -0.333], [0.745, -4.520, -0.174], [-0.097, -5.585, 2.750], [1.752, -7.002, 2.570], [3.117, -6.854, 0.420], [2.337, -5.170, -1.266], [-3.055, -1.796, 3.899], [-2.238, -0.767, 4.119], [-2.031, -0.316, 5.333], [-2.679, 0.376, 3.172], [-0.929, -1.009, 3.379]],
  "lowdin_charge": [2.01, -0.02, -0.33, -0.08, -0.46, -0.01, -0.02, 0.11, -0.08, -0.12, -0.15, -0.08, -0.57, 0.19, -0.23, -0.32, -0.02, -0.09, -0.52, -0.02, -0.07, -0.15, -0.12, -0.15, -0.15, -0.07, -0.49, 0.14, -0.26, 0.10, 0.08, 0.09, 0.14, 0.14, 0.12, 0.11, 0.10, 0.11, 0.11, 0.10, 0.10, 0.11, 0.14, 0.12, 0.14, 0.11, 0.13, 0.14, 0.15, 0.12, 0.10, 0.10, 0.08, 0.14, 0.13, 0.11, 0.08, 0.09, 0.13, 0.06, 0.03, -0.03, 0.12, 0.12, 0.10, 0.13, 0.13, 0.13, 0.74, -0.78, 0.09, -0.01, -0.01, -0.08, 0.08, 0.15, 0.15, 0.12, 0.12, 0.24, -1.10, 0.30, -0.07, -0.04],
  "multiplicity": 1,
  "total_charge": 2,
  "lumo_energy_ha": -0.2119,
  "orbital_gap_ev": 7.8,
  "total_energy_ev": -66375.241,
  "e_above_lowest_kj_mol": 123.7
}